1.
Below is a cluster of 40 separate species, H80O40 in total, with properties calculated with wB97M-V/def2-TZVPD.

Last column: Löwdin charge in e.
Geometry (Å):
H (0.4982, 4.0046, 3.9616)  0.069
H (-0.0681, 2.4051, 4.4356)  0.041
O (0.0512, 3.1731, 3.8699)  -0.020
H (-3.0242, 3.1220, 3.4165)  0.066
H (-1.3545, 2.8769, 3.0699)  0.017
O (-2.3200, 2.8141, 2.8601)  -0.069
H (-5.2787, -2.8320, -3.5175)  0.080
H (-3.9544, -3.2047, -4.3068)  0.085
O (-4.6072, -2.5246, -4.1345)  -0.033
H (4.3665, -3.3275, 1.9533)  0.030
H (3.4706, -3.4009, 2.9862)  0.006
O (3.4805, -3.7535, 2.0790)  -0.076
H (3.4565, -0.3320, 1.9126)  0.043
H (3.1886, 0.3943, 3.2118)  0.030
O (2.9580, -0.4502, 2.7286)  -0.080
H (-1.9748, -0.0018, 1.9255)  0.062
O (-1.4116, -0.5871, 2.5409)  -0.089
H (5.2358, -3.7150, -0.0847)  0.049
O (4.8469, -2.8902, -0.4201)  -0.048
H (2.1277, -5.5871, -3.3604)  0.032
H (3.2840, -4.8694, -2.4181)  0.007
O (2.9842, -5.6458, -2.9260)  -0.087
H (-5.3001, -2.8057, 3.1279)  0.092
H (-4.2599, -2.1145, 4.0417)  0.079
O (-4.5663, -2.1619, 3.1315)  -0.036
H (0.1134, 0.4437, 6.8805)  0.055
H (0.2296, 0.2088, 5.3427)  0.021
O (0.3008, 0.8659, 6.0365)  -0.046
H (4.6461, 1.4450, 2.7040)  0.021
H (5.2973, 1.1158, 3.9660)  0.055
O (4.4493, 1.4509, 3.6529)  -0.063
H (6.3177, -1.0873, 3.7501)  0.036
O (5.4421, -1.4620, 3.9227)  -0.047
H (-6.0187, -0.8029, -1.7424)  0.029
H (-5.0002, -1.3157, -0.7563)  0.021
O (-5.9611, -1.3936, -0.9745)  -0.076
H (-2.0587, -0.0946, 4.2771)  -0.008
H (-2.6220, 1.2119, 4.3237)  -0.010
O (-2.5064, 0.4745, 4.9299)  -0.071
H (1.2489, 1.7600, -4.5015)  -0.002
H (1.5228, 1.7543, -5.9381)  0.045
O (1.1898, 2.3546, -5.2564)  -0.054
H (-5.1736, 3.0861, -0.6966)  0.023
H (-5.4719, 3.5028, -2.3614)  0.057
O (-5.0836, 3.6236, -1.4689)  -0.069
H (0.7460, 2.2116, 1.1704)  0.046
H (0.1752, 2.5978, -0.2513)  0.041
O (0.9273, 2.1625, 0.1968)  -0.067
H (-1.2448, 0.8513, -0.1206)  0.051
H (-2.1767, -0.5337, -0.5105)  0.032
O (-1.9715, 0.2415, 0.0293)  -0.069
H (-3.7077, -1.3182, -3.1177)  0.012
O (-3.3625, -0.6839, -2.4466)  -0.083
H (2.4292, -5.9188, 1.4385)  0.032
H (3.7164, -5.9658, 1.4864)  0.021
O (3.0366, -6.2451, 2.1227)  -0.082
H (3.8794, -0.3741, -5.3785)  0.069
O (2.8969, -0.5794, -5.4374)  -0.082
H (-2.8869, 3.4826, 1.3853)  -0.005
H (-2.8626, 2.8054, 0.0163)  0.007
O (-2.8068, 3.6815, 0.4216)  -0.086
H (-3.8174, -2.1940, 1.5564)  0.029
H (-2.2435, -1.8116, 1.7235)  0.019
O (-2.9587, -2.0356, 1.0986)  -0.121
H (-3.6696, 2.7162, -4.2151)  0.065
H (-3.1831, 2.3785, -2.8874)  0.030
O (-3.8932, 2.1050, -3.5033)  -0.075
H (-0.0318, 1.8622, -3.6711)  0.028
H (0.6258, 2.9264, -2.6037)  -0.007
O (-0.0204, 2.2271, -2.7616)  -0.080
H (-3.4696, 0.2322, 1.1012)  -0.016
H (-4.9220, -0.0400, 1.6673)  0.032
O (-4.1460, 0.5254, 1.7474)  -0.066
H (-1.3099, 4.5344, -2.6361)  0.025
H (-2.9179, 4.4124, -2.0664)  0.043
O (-2.0794, 4.0418, -2.4031)  -0.063
H (1.4779, 4.2339, -2.8439)  0.055
H (2.2551, 3.8612, -1.7928)  0.035
O (1.6010, 4.5724, -1.9271)  -0.076
H (5.0985, 1.8967, -2.8984)  0.064
H (4.6611, 3.4429, -2.3641)  0.074
O (4.4746, 2.5122, -2.5258)  -0.030
H (1.3276, -2.5583, 3.7607)  0.043
H (2.7343, -2.0804, 3.7050)  -0.022
O (2.1770, -2.7058, 4.1926)  -0.058
H (-1.2579, -0.1243, -3.3146)  0.031
H (0.1992, 0.1515, -2.6414)  0.023
O (-0.2904, -0.1435, -3.4191)  -0.068
H (-2.9675, -3.3184, -0.2550)  -0.024
O (-2.9587, -3.3621, -1.2200)  -0.072
H (7.2406, 0.7364, 0.7737)  0.049
H (6.4389, 0.2008, 2.0098)  -0.010
O (6.5417, 0.1463, 1.0641)  -0.028
H (-3.6108, 0.1898, -2.7999)  0.019
H (-0.5293, -0.1987, 2.6454)  0.068
H (2.5879, -1.2041, -4.7702)  0.008
H (5.6648, -2.4046, -0.5760)  0.040
H (5.0629, -1.8153, 3.0739)  0.035
H (-2.6071, -2.4861, -1.4222)  -0.010
O (-3.9542, -0.0864, -5.0928)  -0.077
H (-4.3385, -0.9771, -5.0257)  0.000
H (-4.7127, 0.4717, -4.8794)  0.031
O (-0.3371, -1.7728, -0.0850)  -0.040
H (-0.0331, -2.5878, 0.3414)  0.060
H (0.1008, -1.1784, 0.5380)  0.030
O (3.1144, -2.9658, -3.1092)  -0.058
H (2.2166, -2.9719, -2.7704)  0.056
H (3.7309, -2.3654, -2.6653)  0.038
O (-3.6626, -4.5062, 1.6734)  -0.066
H (-2.7176, -4.6868, 1.4646)  0.065
H (-3.5298, -3.7906, 2.3049)  -0.009
O (1.7200, 5.1220, 0.3257)  -0.056
H (1.9396, 4.9145, 1.2372)  0.016
H (1.2207, 5.9421, 0.3915)  0.061
O (3.2972, 2.6799, 1.8215)  -0.087
H (2.9436, 3.0445, 2.7064)  0.095
H (3.2334, 3.4094, 1.1691)  0.043
O (2.9442, 0.5255, -1.6955)  -0.092
H (3.4969, 1.3359, -1.8685)  -0.022
H (2.7553, 0.7761, -0.7637)  0.019

Atoms 1-6, force components in eV/Å:
0.333 -0.236 1.391
0.995 0.800 1.507
-0.802 -0.847 -2.431
0.420 0.421 0.995
-1.245 1.028 0.807
0.292 -1.292 -1.272

The total charge is 0. The calculation puts the relative energy (zero: lowest compared OMol25 entry of this formula, charge and spin) at 253.97 kcal/mol. The spin multiplicity is 1. The frontier orbital gap is 9.164 eV. For the HOMO energy, the calculation gives -10.1 eV.



2.
Below is a cluster of 40 separate species, H80O40 in total, with properties calculated with wB97M-V/def2-TZVPD.

Last column: Löwdin charge in e.
Geometry (Å):
H (-0.0024, 0.0791, 3.5148)  0.024
H (0.7156, 0.9834, 2.6948)  0.007
O (0.7852, 0.6406, 3.6045)  -0.053
H (-0.9382, -4.5269, -2.3030)  0.084
H (-0.1064, -3.6804, -1.5423)  0.015
O (-0.9269, -4.1861, -1.3927)  -0.045
H (-0.8771, 0.6989, -2.1249)  -0.002
H (-2.0700, 1.6979, -2.1607)  0.055
O (-1.3402, 1.3391, -2.6728)  -0.061
H (-3.6348, 2.2032, 1.9544)  -0.013
H (-4.0956, 3.4313, 1.2443)  0.052
O (-3.2868, 2.9949, 1.5291)  -0.027
H (-3.3271, -0.8348, -2.7320)  0.001
H (-4.1367, -0.3877, -3.8838)  0.000
O (-3.9676, -1.2176, -3.3580)  -0.107
H (1.3864, -5.6928, -0.1528)  0.058
O (1.4491, -4.7415, -0.3143)  -0.071
H (2.5065, 2.9250, 4.0674)  -0.031
O (3.3688, 3.2228, 3.7854)  -0.067
H (4.5154, -4.1985, -2.3567)  0.035
H (4.8839, -3.8188, -1.1094)  0.017
O (5.3636, -4.1676, -1.8796)  -0.060
H (5.6125, 3.7286, -0.8458)  0.052
H (4.4684, 3.5406, 0.2332)  0.018
O (4.9119, 3.1553, -0.5265)  -0.042
H (2.2396, 5.0318, 0.7360)  0.070
H (2.1683, 3.6171, 1.2643)  0.020
O (1.9347, 4.1502, 0.4939)  -0.041
H (-0.1203, -1.5629, 1.7611)  0.094
H (-1.2032, -0.8826, 1.0444)  0.054
O (-0.7284, -0.8168, 1.8941)  -0.042
H (1.1024, 3.2292, -1.4115)  0.033
O (1.2346, 3.8749, -2.1122)  -0.066
H (0.5216, 0.7216, -3.1065)  0.020
H (-0.0570, -0.4829, -4.0817)  0.016
O (0.6487, -0.1186, -3.5784)  -0.044
H (-5.6709, -3.1769, 1.6012)  0.039
H (-4.4070, -2.9094, 2.4427)  -0.010
O (-5.0295, -3.5759, 2.1799)  -0.038
H (-2.4761, -0.7620, -0.9540)  0.012
H (-1.5927, -1.8303, -1.4760)  0.020
O (-1.7473, -0.8855, -1.5843)  -0.084
H (1.2467, 3.4588, -4.0748)  0.018
H (2.4632, 2.6744, -4.6935)  -0.013
O (1.7273, 3.2497, -4.8964)  -0.046
H (2.0274, -2.8942, 4.8703)  0.029
H (0.8356, -3.5896, 4.0848)  -0.025
O (1.2603, -2.7442, 4.3250)  -0.078
H (4.0836, -3.2276, 1.1868)  0.030
H (2.7242, -3.4031, 1.7206)  0.004
O (3.4256, -3.9162, 1.3036)  -0.067
H (0.3785, -2.0307, -2.1219)  0.024
O (0.8998, -1.8068, -1.3473)  -0.061
H (0.2487, 3.1346, 5.7311)  0.048
H (1.1639, 2.1221, 5.0631)  0.009
O (1.1611, 2.9593, 5.5355)  -0.059
H (-2.5810, -2.3442, 3.4750)  0.062
O (-2.9691, -1.4712, 3.3015)  -0.070
H (-1.1460, 2.2980, -6.3569)  0.052
H (-1.1606, 1.0272, -5.8012)  0.036
O (-1.8007, 1.7419, -5.9166)  -0.043
H (5.3000, 0.8774, -2.4344)  -0.021
H (5.2159, -0.5784, -2.8807)  0.032
O (5.5398, -0.0024, -2.1848)  -0.039
H (3.1439, -1.1125, -0.1599)  0.048
H (1.9481, -1.9330, 0.1952)  0.003
O (2.5758, -1.3143, 0.5974)  -0.052
H (-5.5865, -0.3893, -0.6716)  -0.004
H (-6.4222, -1.3082, -1.6765)  0.039
O (-5.9422, -0.4946, -1.5510)  -0.035
H (-0.1633, 5.3650, -1.6945)  0.002
H (-0.6552, 5.3723, -3.1316)  0.026
O (-0.4622, 5.9515, -2.3911)  -0.060
H (-4.1527, -2.9096, -1.7042)  0.012
H (-3.1559, -3.5674, -0.6263)  -0.001
O (-3.9194, -3.0208, -0.7935)  -0.021
H (3.8540, 2.7687, -4.1031)  0.023
H (3.7610, 3.4572, -2.7282)  0.039
O (4.2533, 2.8048, -3.2377)  -0.043
H (4.8368, 1.1315, 2.2819)  0.047
H (3.4486, 1.0785, 1.5501)  0.031
O (4.1814, 1.6398, 1.7978)  -0.047
H (-1.7415, -1.9623, -4.7908)  0.034
H (-2.6853, -2.8589, -3.9685)  0.026
O (-1.7612, -2.6346, -4.1078)  -0.055
H (0.6919, 4.3776, 4.2521)  0.019
H (0.5507, 3.9918, 2.7464)  0.003
O (0.0583, 4.2498, 3.5301)  -0.062
H (-2.3583, -4.2561, 1.1917)  -0.003
O (-2.4565, -4.8176, 1.9544)  -0.044
H (0.1335, 0.8178, 0.7306)  0.026
H (1.4471, 1.0009, 0.0183)  0.028
O (0.9567, 1.3136, 0.7968)  -0.038
H (1.6966, -1.6500, -1.8717)  0.068
H (0.4848, -4.5881, -0.4124)  -0.006
H (-2.1893, -1.0836, 2.8509)  0.008
H (3.8760, 2.6177, 3.2122)  -0.014
H (1.7540, 4.6084, -1.7934)  0.046
H (-3.3619, -4.8239, 2.2893)  0.021
O (0.8108, -5.0188, 3.2639)  -0.033
H (0.1486, -5.7102, 3.1937)  0.066
H (1.2891, -4.9222, 2.4366)  0.031
O (-3.6236, 0.8568, 4.2254)  -0.033
H (-3.0392, 0.1055, 4.3910)  0.028
H (-4.3585, 0.9023, 4.7932)  0.029
O (4.3898, 0.2383, 4.0630)  -0.050
H (3.4180, 0.1967, 4.1222)  0.044
H (4.4871, 0.7367, 4.8781)  0.053
O (2.4941, 1.1853, -2.0850)  -0.052
H (3.1795, 1.7520, -1.7101)  0.019
H (2.6177, 1.2320, -3.0310)  0.016
O (-5.5976, 0.2783, 1.9942)  -0.038
H (-4.7643, 0.4891, 2.4271)  -0.013
H (-6.2730, 0.9542, 2.0042)  0.053
O (-4.3688, 1.0977, -4.4467)  -0.027
H (-5.0320, 1.7898, -4.4217)  0.073
H (-3.5379, 1.4835, -4.7513)  0.025
O (-3.1615, 0.2132, 0.4183)  -0.034
H (-4.0624, 0.5419, 0.3419)  0.033
H (-2.8117, 0.8521, 1.0585)  0.039

Atoms 1-6, force components in eV/Å:
0.473 -0.172 0.920
0.944 0.389 0.216
-0.691 0.109 -0.553
-0.869 -0.453 0.154
-0.192 0.428 0.630
0.422 0.510 -1.149

The total charge is 0. The calculation puts the relative energy (zero: lowest compared OMol25 entry of this formula, charge and spin) at 172.54 kcal/mol. The spin multiplicity is 1. The frontier orbital gap is 9.800 eV. For the HOMO energy, the calculation gives -10.3 eV.